20
Properties=species:S:1:pos:R:3:forces:R:3 method="wB97M-V/def2-TZVPD" charge=+1 lumo_ev=-2.83 e_above_lowest_ev=1.973 total_energy_ev=-9379.6105 spin_multiplicity=1 homo_lumo_gap_ev=11.1
O -1.96629 2.41423 -2.14298 0.25 0.83 0.47
N 0.10204 0.75150 -0.79040 0.60 -0.89 -2.48
N 0.71684 0.06831 1.73164 -0.35 1.03 -0.79
C 1.09219 -1.22357 1.20156 -0.94 -0.50 -0.60
C 0.25749 -1.55377 -0.08205 -0.76 -0.46 1.79
C 0.00394 0.10249 2.77307 0.43 -1.20 0.00
C 0.55145 -0.63814 -1.22509 1.17 -0.20 0.89
H -0.79614 -1.52268 0.24401 0.10 0.04 -0.44
H 2.11505 -1.27264 0.82266 0.26 0.03 0.94
H -1.99663 3.34819 -1.86351 0.17 -0.52 0.21
H 1.64335 -0.67885 -1.35157 -0.26 0.60 -0.17
H 0.40553 1.36596 -1.54460 -0.18 0.54 0.26
H 0.47982 -2.61008 -0.23213 0.01 0.11 -0.70
H -0.90988 0.69743 -0.87078 -0.28 0.72 0.59
H 0.75653 -1.99457 1.91590 0.96 -0.10 -0.10
H 0.11429 -0.88552 -2.18192 -0.42 0.05 -0.06
H -2.45287 2.47739 -2.96083 -0.31 -0.41 -0.61
H -0.54407 0.98279 3.08428 0.35 0.19 0.17
H 0.49378 1.01289 0.13366 -0.33 -0.29 0.44
H -0.06644 -0.84135 3.33909 -0.49 0.43 0.19